Density functional theory data (wB97M-V/def2-TZVPD) for 2 unconnected molecules or ions with the total composition C3H10NOS at a distorted geometry.

Geometry as ORCA input:
```
! RIJCOSX wB97M-V def2-TZVPD def2/J DEFGRID3
* xyz -1 1
C -0.26342 1.58614 -1.45778
C -0.23623 0.06164 -1.56964
S -1.43984 -0.60883 -2.84308
H 0.70353 1.93498 -1.11237
H -0.44006 1.92119 -2.48339
H -1.05081 1.92267 -0.79004
H -0.40319 -0.52089 -0.67312
H 0.69998 -0.18250 -2.06571
H -1.04846 -1.87477 -2.82901
N -0.46680 -0.52131 2.02565
C 1.11426 -0.66378 2.10170
O 1.70631 -0.42789 0.98663
H -0.60455 0.36100 2.50931
H -0.87679 -1.16720 2.68730
H 1.17079 -1.73056 2.50348
H 1.43528 -0.08990 3.01007
*
```

HOMO: -2.626 eV
Kohn-Sham gap: 5.89 eV
LUMO: 3.27 eV
Energy above the lowest of the compared OMol25 structures with the same formula, charge and spin: 49.9 kcal per mole
Total energy: -17645.279 eV